This record from OMol25 describes C2H4NO2S as an isolated structure in a non-equilibrium geometry. The level of theory is ωB97M-V with the def2-TZVPD basis set.

Each line ends with the Löwdin charge.
CARTESIAN COORDINATES (ANGSTROEM)
S: 2.09 -0.24 0.44  0.905
O: 2.89 -1.34 -0.10  -0.574
O: 1.93 1.07 -0.58  -0.373
N: -0.70 1.06 0.49  -0.220
C: -1.62 0.00 0.43  -0.475
C: 0.69 0.41 -0.54  -0.467
H: -2.44 0.33 1.10  0.042
H: -1.05 -0.98 0.81  0.049
H: 0.17 0.04 -1.44  0.080
H: -1.96 -0.34 -0.62  0.032

Properties
Total charge   -1
Strongest force on any atom   5.225 eV Å⁻¹
Energy above the lowest of the compared OMol25 structures with the same formula, charge and spin   127.5 kcal per mole
LUMO energy   3.76 eV